[1]
The following is a DFT calculation (ωB97M-V/def2-TZVPD) of one molecule with the formula C14H18N2O3 in a non-equilibrium geometry.

ORCA input file:
```
! RIJCOSX wB97M-V def2-TZVPD def2/J DEFGRID3
* xyz 0 1
O -1.798 -2.974 0.221
C -1.943 -1.777 0.339
O -3.121 -1.303 0.799
C -0.909 -0.702 0.162
C 0.490 -1.304 0.376
C 0.981 -2.020 -0.847
C 0.909 -3.405 -0.931
C 1.263 -4.157 -2.041
C 1.853 -3.454 -3.092
C 1.999 -2.083 -3.034
C 1.523 -1.338 -1.896
N -1.141 0.555 0.875
C -0.524 1.671 0.409
O 0.277 1.601 -0.528
C -0.750 2.929 1.325
C -0.410 4.222 0.537
C 0.670 4.966 1.405
C 1.279 3.809 2.199
N 0.158 2.934 2.475
H -3.711 -2.055 0.819
H -0.985 -0.364 -0.905
H 1.204 -0.499 0.547
H 0.410 -1.870 1.309
H 0.402 -3.822 -0.087
H 1.012 -5.183 -2.148
H 2.125 -3.982 -4.017
H 2.491 -1.626 -3.899
H 1.776 -0.260 -1.876
H -1.999 0.570 1.385
H -1.803 2.796 1.595
H -1.340 4.730 0.311
H 0.079 3.968 -0.383
H 0.224 5.656 2.155
H 1.372 5.493 0.754
H 2.051 3.273 1.640
H 1.728 4.037 3.185
H 0.402 1.986 2.765
*
```

Values from the calculation:
Frontier orbital gap = 0.3385 hartree
E_LUMO = 0.4927 eV
ΔE to the lowest compared entry with this formula, charge and spin = 27.4 kcal per mole
Highest occupied orbital energy = -8.720 eV
Maximum force = 3.1 eV/A

***

[2]
The following is a DFT calculation (ωB97M-V/def2-TZVPD) of C4H7FS as an isolated structure in a non-equilibrium geometry.

ORCA input file:
```
! RIJCOSX wB97M-V def2-TZVPD def2/J DEFGRID3
* xyz 0 1
C -1.501 0.745 0.448
C -1.439 -0.433 -0.432
C 1.261 -0.377 -0.484
C 2.386 -0.424 0.420
H -2.054 1.517 -0.137
H -0.577 1.237 0.274
H -1.759 0.704 1.581
H -1.526 -0.069 -1.414
H -2.235 -0.978 -0.169
H 1.145 0.548 -1.522
H 2.891 -1.240 1.517
F 3.450 0.153 -0.152
S -0.041 -1.383 0.072
*
```

Values from the calculation:
Frontier orbital gap = 0.3137 hartree
E_LUMO = 0.5466 eV
ΔE to the lowest compared entry with this formula, charge and spin = 119.0 kcal per mole
Highest occupied orbital energy = -7.988 eV
Maximum force = 5.2 eV/A

***

[3]
The following is a DFT calculation (ωB97M-V/def2-TZVPD) of C14H12BiIN2O6S as an isolated structure in a non-equilibrium geometry.

ORCA input file:
```
! RIJCOSX wB97M-V def2-TZVPD def2/J DEFGRID3
* xyz 0 1
Bi -0.181 2.393 1.217
C 4.037 2.613 -0.683
C 3.378 1.248 -0.833
N 4.154 0.157 -0.887
C 3.503 -1.019 -0.926
C 2.149 -1.228 -0.820
C 1.663 -2.680 -0.788
O 0.380 -2.743 -1.487
C 1.309 -0.078 -0.642
C -0.143 -0.207 -0.505
N -0.925 0.734 -0.094
C -2.329 0.395 -0.036
C -2.755 -0.817 0.538
C -4.117 -1.201 0.582
C -5.073 -0.347 0.050
C -4.656 0.851 -0.550
C -3.280 1.211 -0.615
I -2.836 2.866 -1.841
C 1.957 1.216 -0.593
O 1.346 2.385 -0.319
H 5.038 2.525 -1.101
H 4.273 2.701 0.348
H 3.478 3.410 -1.115
H 4.114 -1.934 -0.867
H 1.478 -2.879 0.240
H 2.261 -3.451 -1.197
H 0.189 -3.643 -1.806
H -0.613 -1.214 -0.669
H -1.917 -1.242 1.081
H -4.407 -2.100 1.050
H -6.098 -0.607 0.050
H -5.364 1.445 -1.080
O -1.315 0.867 2.464
S -0.027 0.167 2.940
O 1.080 1.127 2.293
O -0.017 0.178 4.359
O 0.266 -1.099 2.241
*
```

Values from the calculation:
Frontier orbital gap = 0.2850 hartree
E_LUMO = -0.9038 eV
Highest occupied orbital energy = -8.660 eV
Maximum force = 2.8 eV/A

***

[4]
The following is a DFT calculation (ωB97M-V/def2-TZVPD) of C25H60GaIN2O3PS as an isolated structure in a non-equilibrium geometry.

ORCA input file:
```
! RIJCOSX wB97M-V def2-TZVPD def2/J DEFGRID3
* xyz -1 1
N -4.201 -2.649 5.045
C -3.404 -2.831 5.937
O -2.698 -2.963 7.157
Ga -2.453 -4.830 7.421
N -1.687 -5.769 5.921
I -4.821 -5.896 7.872
P -1.092 -5.131 9.303
O 0.525 -5.572 8.961
O -1.749 -6.341 10.356
S -1.004 -3.498 10.407
H -2.308 -6.541 5.632
H -1.504 -5.165 5.108
H 1.055 -5.441 9.790
H -1.653 -7.217 9.903
C -2.244 -2.739 1.902
C -1.155 -1.677 1.978
C -1.701 -0.263 2.184
C -2.596 0.265 1.058
C -1.957 0.288 -0.331
C -0.743 1.202 -0.422
H -2.902 -2.582 1.043
H -1.795 -3.731 1.799
H -2.854 -2.737 2.809
H -0.535 -1.721 1.077
H -0.494 -1.918 2.818
H -0.857 0.421 2.328
H -2.271 -0.236 3.119
H -2.915 1.281 1.320
H -3.512 -0.334 1.013
H -2.708 0.634 -1.050
H -1.679 -0.724 -0.642
H -1.007 2.228 -0.150
H -0.357 1.213 -1.445
H 0.064 0.867 0.233
C 2.957 7.022 -2.924
C 2.643 6.933 -1.437
C 2.674 5.503 -0.895
C 1.645 4.548 -1.506
C 0.186 4.986 -1.375
C -0.285 5.095 0.069
H 2.212 6.496 -3.526
H 2.963 8.067 -3.246
H 3.941 6.597 -3.142
H 1.672 7.397 -1.238
H 3.384 7.526 -0.890
H 2.539 5.537 0.191
H 3.674 5.083 -1.060
H 1.764 3.565 -1.035
H 1.872 4.400 -2.568
H -0.442 4.252 -1.891
H 0.025 5.941 -1.887
H -0.167 4.141 0.589
H -1.343 5.367 0.099
H 0.269 5.859 0.618
C 3.968 -7.247 2.292
C 3.788 -5.781 1.923
C 2.444 -5.203 2.369
C 1.208 -5.854 1.741
C 1.159 -5.826 0.212
C 1.118 -4.418 -0.365
H 3.230 -7.882 1.796
H 4.959 -7.594 1.988
H 3.877 -7.391 3.372
H 3.920 -5.656 0.843
H 4.588 -5.203 2.398
H 2.437 -4.129 2.157
H 2.364 -5.293 3.459
H 0.318 -5.351 2.134
H 1.137 -6.894 2.075
H 0.261 -6.361 -0.113
H 2.010 -6.371 -0.209
H 0.253 -3.866 0.016
H 1.038 -4.460 -1.454
H 2.021 -3.855 -0.120
C 0.808 2.508 -5.471
C 0.628 3.974 -5.844
C -0.718 4.551 -5.403
C -1.952 3.899 -6.034
C -1.996 3.925 -7.563
C -2.037 5.333 -8.142
H 0.072 1.872 -5.969
H 1.800 2.162 -5.771
H 0.713 2.366 -4.391
H 0.763 4.098 -6.923
H 1.426 4.553 -5.366
H -0.725 5.625 -5.616
H -0.801 4.462 -4.313
H -2.844 4.402 -5.644
H -2.024 2.859 -5.699
H -2.893 3.389 -7.890
H -1.144 3.380 -7.980
H -2.902 5.885 -7.765
H -2.112 5.289 -9.232
H -1.134 5.896 -7.895
*
```

Values from the calculation:
Frontier orbital gap = 0.2748 hartree
E_LUMO = 1.9421 eV
Highest occupied orbital energy = -5.535 eV
Maximum force = 5.5 eV/A

***

[5]
The following is a DFT calculation (ωB97M-V/def2-TZVPD) of C27H38CeCl3N7S3SiTe as an isolated structure in a non-equilibrium geometry.

ORCA input file:
```
! RIJCOSX wB97M-V def2-TZVPD def2/J DEFGRID3
* xyz 1 2
Ce -0.233 -0.893 0.199
C -3.802 -3.547 1.265
C -3.070 -3.423 -0.035
C -3.122 -4.359 -1.046
C -2.745 -4.076 -2.351
C -2.327 -2.812 -2.650
C -2.160 -1.867 -1.547
N -2.363 -2.295 -0.243
N -1.522 -0.717 -1.704
Si -2.522 0.483 -2.556
C -1.691 2.087 -2.151
C -4.312 0.359 -2.028
C -2.334 -0.017 -4.343
H -4.864 -3.830 1.128
H -3.784 -2.561 1.776
H -3.377 -4.337 1.880
H -3.668 -5.287 -0.926
H -2.921 -4.860 -3.176
H -2.041 -2.452 -3.666
H -1.910 2.762 -3.004
H -0.608 1.907 -2.010
H -2.144 2.594 -1.285
H -4.403 0.544 -0.941
H -4.646 -0.689 -2.183
H -4.882 1.050 -2.660
H -1.742 0.732 -4.888
H -3.313 -0.134 -4.847
H -1.696 -0.837 -4.285
C -1.331 -1.927 4.353
Te -0.135 -2.828 2.797
C 1.638 -3.004 4.082
H -0.887 -2.164 5.356
H -2.374 -2.248 4.235
H -1.230 -0.834 4.130
H 1.394 -3.235 5.123
H 2.219 -2.088 3.993
H 2.285 -3.744 3.673
S 1.213 0.041 -5.313
C 1.425 -0.580 -3.811
S 1.250 -2.294 -3.587
C 1.385 -2.146 -1.815
N 1.590 -0.868 -1.443
N 1.794 0.004 -2.605
C 2.996 0.756 -2.471
C 3.064 2.031 -3.070
C 4.337 2.628 -3.238
C 5.424 2.121 -2.549
C 5.340 0.898 -1.855
C 4.131 0.263 -1.767
S 1.005 -3.326 -0.662
H 2.116 2.481 -3.425
H 4.398 3.534 -3.825
H 6.348 2.614 -2.734
H 6.220 0.478 -1.344
H 4.093 -0.678 -1.195
Cl -3.627 0.698 4.703
C -3.720 1.257 3.033
Cl -3.451 2.994 2.928
Cl -5.351 0.798 2.221
C -2.739 0.627 2.188
N -1.845 0.240 1.551
C 1.267 2.434 0.589
C 2.355 3.475 1.170
N 2.764 3.121 2.548
C 1.606 2.990 3.418
C 0.629 1.842 2.854
N 1.094 1.284 1.523
C 2.429 0.687 1.725
C 3.400 1.727 2.452
H 1.681 2.115 -0.351
H 0.293 3.016 0.420
H 2.019 4.509 1.112
H 3.233 3.421 0.566
H 1.063 3.898 3.500
H 2.114 2.727 4.345
H -0.380 2.349 2.783
H 0.543 1.009 3.553
H 2.827 0.374 0.775
H 2.298 -0.197 2.419
H 4.261 1.861 1.828
H 3.732 1.336 3.392
*
```

Values from the calculation:
Frontier orbital gap (spin up / spin down) = 0.2471 / 0.2478 hartree
E_LUMO (spin up / spin down) = -3.4842 / -3.4784 eV
ΔE to the lowest compared entry with this formula, charge and spin = 5.7 kcal per mole
Highest occupied orbital energy (spin up / spin down) = -10.208 / -10.223 eV
Maximum force = 4.2 eV/A

***

[6]
The following is a DFT calculation (ωB97M-V/def2-TZVPD) of one molecule with the formula C8H8ClNSi in a non-equilibrium geometry.

ORCA input file:
```
! RIJCOSX wB97M-V def2-TZVPD def2/J DEFGRID3
* xyz 0 1
C -0.687 2.357 -1.672
C 0.388 1.597 -2.197
C -1.263 1.923 -0.462
C 0.882 0.498 -1.464
C -1.408 0.084 1.316
C -0.703 -1.018 1.733
C -0.874 0.786 0.227
C 0.191 0.163 -0.337
N 0.350 -1.377 1.121
Si 1.495 -2.577 1.260
Cl 2.576 -2.365 -0.526
H -1.154 3.137 -2.186
H 0.990 1.867 -3.066
H -2.168 2.481 0.009
H 1.738 -0.001 -1.854
H -2.292 0.564 1.886
H -1.053 -1.617 2.573
H 0.629 -3.794 1.176
H 2.363 -2.710 2.464
*
```

Values from the calculation:
Frontier orbital gap = 0.2710 hartree
E_LUMO = -0.2176 eV
ΔE to the lowest compared entry with this formula, charge and spin = 14.8 kcal per mole
Highest occupied orbital energy = -7.591 eV
Maximum force = 5.8 eV/A

***

[7]
The following is a DFT calculation (ωB97M-V/def2-TZVPD) of a 2-piece molecular cluster, Cl2H3PSi overall in a non-equilibrium geometry.

ORCA input file:
```
! RIJCOSX wB97M-V def2-TZVPD def2/J DEFGRID3
* xyz 0 3
Si 0.413 -0.157 -0.495
P -1.024 -0.209 1.220
Cl 1.674 -1.670 -0.296
Cl 1.658 1.370 -0.649
H -0.871 -0.855 -2.572
H -1.839 0.815 1.044
H -0.011 0.705 1.749
*
```

Values from the calculation:
Frontier orbital gap (spin up / spin down) = 0.2846 / 0.3002 hartree
E_LUMO (spin up / spin down) = 0.7884 / -2.1310 eV
ΔE to the lowest compared entry with this formula, charge and spin = 6.6 kcal per mole
Highest occupied orbital energy (spin up / spin down) = -6.957 / -10.299 eV
Maximum force = 3.1 eV/A

***

[8]
The following is a DFT calculation (ωB97M-V/def2-TZVPD) of a 6-piece molecular cluster, C27H53ClN3O8 overall.

ORCA input file:
```
! RIJCOSX wB97M-V def2-TZVPD def2/J DEFGRID3
* xyz -1 1
C 0.368 -1.409 1.751
C -0.787 -1.877 0.889
O -1.326 -3.113 1.424
C -1.936 -0.895 0.732
C -1.709 0.326 -0.176
C -3.067 1.097 -0.266
C -3.712 1.423 -1.618
C -2.840 2.259 -2.526
Cl -3.788 2.884 -3.927
C -1.253 -0.368 -1.544
O -2.178 -0.981 -2.102
O -0.014 -0.367 -1.807
N -0.629 1.169 0.364
C -0.661 1.488 1.788
C -0.768 2.959 2.121
N -1.885 3.536 2.273
C -0.118 2.249 -0.459
C 1.413 2.312 -0.419
N 1.885 1.894 -1.744
H 0.013 -0.911 2.658
H 0.995 -2.261 2.016
H 0.976 -0.691 1.201
H -0.406 -2.140 -0.096
H -1.289 -3.035 2.382
H -2.730 -1.452 0.236
H -2.316 -0.603 1.719
H -3.828 0.533 0.281
H -2.939 2.030 0.290
H -3.995 0.512 -2.136
H -4.627 1.988 -1.419
H -2.020 1.688 -2.949
H -2.457 3.140 -2.021
H -1.518 1.016 2.268
H 0.235 1.111 2.298
H 0.175 3.502 2.244
H -1.750 4.520 2.503
H -0.352 2.029 -1.491
H -0.582 3.218 -0.225
H 1.739 1.644 0.389
H 1.825 3.302 -0.202
H 2.901 1.899 -1.735
H 1.584 0.930 -1.872
C -5.022 5.107 -6.199
C -6.038 5.921 -6.955
O -7.167 5.537 -7.155
C -5.570 7.269 -7.461
H -5.456 4.162 -5.884
H -4.154 4.916 -6.833
H -4.673 5.653 -5.322
H -4.717 7.140 -8.131
H -5.238 7.887 -6.625
H -6.379 7.768 -7.989
C 2.503 -1.443 -4.249
C 3.700 -1.363 -3.339
O 4.608 -0.585 -3.542
C 3.717 -2.296 -2.155
H 2.610 -0.720 -5.054
H 2.415 -2.448 -4.666
H 1.586 -1.226 -3.692
H 3.682 -3.335 -2.489
H 2.842 -2.126 -1.525
H 4.619 -2.138 -1.570
C 7.863 -3.506 0.427
C 6.763 -4.399 -0.099
O 5.599 -4.101 0.006
C 7.199 -5.683 -0.769
H 7.429 -2.620 0.881
H 8.462 -4.044 1.165
H 8.528 -3.213 -0.388
H 7.775 -6.293 -0.071
H 7.842 -5.459 -1.622
H 6.324 -6.235 -1.104
C -1.224 2.741 7.818
C -1.173 2.437 6.336
O -0.148 2.084 5.804
C -2.461 2.604 5.571
H -0.242 2.588 8.260
H -1.543 3.773 7.978
H -1.953 2.092 8.307
H -2.813 3.635 5.654
H -3.233 1.955 5.990
H -2.309 2.366 4.522
C 0.345 -6.094 2.331
C 1.282 -5.603 3.407
O 2.037 -4.676 3.240
C 1.225 -6.341 4.728
H 0.451 -5.491 1.433
H 0.557 -7.141 2.107
H -0.687 -6.025 2.679
H 1.457 -7.397 4.577
H 0.218 -6.282 5.146
H 1.936 -5.904 5.424
*
```

Values from the calculation:
Frontier orbital gap = 0.2605 hartree
E_LUMO = 2.2667 eV
Highest occupied orbital energy = -4.823 eV
Maximum force = 0.9 eV/A

***

[9]
The following is a DFT calculation (ωB97M-V/def2-TZVPD) of C10H36B5F12N3O5V as an isolated structure in a non-equilibrium geometry.

ORCA input file:
```
! RIJCOSX wB97M-V def2-TZVPD def2/J DEFGRID3
* xyz -1 1
O 0.471 -6.134 -1.626
V -0.486 -5.561 -0.439
O -1.248 -6.841 0.166
B 0.024 -1.278 0.698
H 0.976 -1.563 1.118
H -0.073 -1.553 -0.341
H -0.784 -1.670 1.296
H 0.036 -0.204 0.804
B -3.466 -4.643 -3.253
H -3.044 -5.621 -3.078
H -2.939 -4.328 -4.141
H -4.500 -4.756 -3.539
H -3.372 -4.078 -2.339
C -6.547 0.347 -2.814
C -5.350 1.178 -3.186
O -5.245 2.349 -2.933
N -4.150 0.513 -3.900
H -3.322 0.728 -3.364
H -4.265 -0.491 -3.909
C -4.002 1.058 -5.303
H -6.362 -0.130 -1.852
H -6.663 -0.521 -3.463
H -7.458 0.945 -2.827
H -4.948 1.305 -5.786
H -3.600 0.158 -5.768
H -3.214 1.811 -5.286
C -0.520 -0.919 6.274
C -1.470 0.301 6.248
O -1.639 0.976 7.249
N -2.275 0.768 4.985
H -1.800 0.330 4.208
H -3.256 0.536 5.043
C -2.179 2.297 4.631
H -0.309 -1.040 7.337
H 0.387 -0.805 5.681
H -1.138 -1.726 5.880
H -2.624 2.931 5.398
H -2.767 2.296 3.713
H -1.167 2.569 4.334
C 6.444 1.693 -2.950
C 6.860 1.797 -1.543
C 8.095 2.795 -1.169
O 7.894 4.168 -1.360
C 8.615 4.572 -2.553
N 5.576 2.226 -0.860
H 5.675 2.687 0.033
H 5.159 2.879 -1.507
H 4.768 1.627 -0.763
H 5.534 1.108 -3.078
H 7.050 1.086 -3.623
H 6.286 2.580 -3.564
H 6.962 0.777 -1.173
H 9.022 2.465 -1.637
H 8.335 2.705 -0.109
H 8.406 3.963 -3.433
H 9.672 4.526 -2.293
H 8.329 5.611 -2.717
B 2.813 -7.192 4.348
F 3.333 -8.399 3.911
F 3.497 -6.837 5.415
F 3.022 -6.235 3.409
F 1.536 -7.327 4.685
B -0.178 6.177 -3.151
F 0.080 4.890 -2.880
F 1.006 6.849 -3.158
F -0.821 6.428 -4.349
F -0.916 6.747 -2.217
B -7.582 -2.776 4.517
F -8.788 -3.373 4.135
F -7.598 -1.480 4.105
F -7.223 -2.922 5.793
F -6.572 -3.348 3.820
*
```

Values from the calculation:
Frontier orbital gap = 0.1704 hartree
E_LUMO = -2.0125 eV
Highest occupied orbital energy = -6.649 eV
Maximum force = 4.9 eV/A

***

[10]
The following is a DFT calculation (ωB97M-V/def2-TZVPD) of one molecule with the formula C2H5NO2 in a non-equilibrium geometry.

ORCA input file:
```
! RIJCOSX wB97M-V def2-TZVPD def2/J DEFGRID3
* xyz 0 1
C -0.752 1.236 0.117
N -0.321 -0.012 -0.261
O -1.345 -0.879 0.066
C 0.953 -0.569 0.168
O 1.907 0.170 -0.081
H -1.123 1.319 1.306
H -1.562 1.463 -0.523
H 0.117 1.691 -0.334
H -1.687 -1.002 -0.719
H 0.801 -1.717 0.499
*
```

Values from the calculation:
Frontier orbital gap = 0.3875 hartree
E_LUMO = 0.7687 eV
ΔE to the lowest compared entry with this formula, charge and spin = 96.4 kcal per mole
Highest occupied orbital energy = -9.777 eV
Maximum force = 7.1 eV/A

***

Q: The highest maximum force belongs to which entry?
A: C2H5NO2